No. 1
ORCA calculation (ωB97M-V with the def2-TZVPD basis set) on 2 unconnected molecules or ions with the total composition C11H21N4O5S2.

The HOMO-LUMO gap comes out at 7.6 eV. The value obtained for the HOMO energy is -12.15 eV. The value obtained for the LUMO energy is -4.594 eV.

ORCA input file:
```
! RIJCOSX wB97M-V def2-TZVPD def2/J DEFGRID3
* xyz 1 1
C -3.77748 -2.76947 0.28202
C -3.32744 -2.63159 -1.17379
C -1.87501 -2.97848 -1.36818
O -1.06474 -1.95148 -0.75915
C 0.25594 -2.14148 -0.85581
O 0.81947 -3.20367 -0.87768
C 1.05723 -0.85452 -0.93285
S 0.05499 0.64233 -1.07781
N 0.33868 1.38893 0.44923
C 0.08222 1.02903 1.71266
N 0.47553 1.99873 2.54156
N 0.95928 2.97360 1.80098
N 0.89391 2.59866 0.56111
O -3.46156 -1.26716 -1.63296
C -4.72022 -0.78646 -1.60340
O -5.70881 -1.47864 -1.55935
C -4.75622 0.71219 -1.68023
S -3.65093 1.39300 -0.40136
H -3.67099 -1.82223 0.80475
H -4.79072 -3.14411 0.35739
H -3.12947 -3.48640 0.78485
H -3.91638 -3.28898 -1.80849
H -1.64654 -3.01817 -2.43311
H -1.65887 -3.94239 -0.92005
H 1.64603 -0.89993 -1.84756
H 1.76062 -0.78344 -0.10780
H -0.38421 0.09559 1.98055
H 1.19307 3.12910 -0.25062
H -4.37397 1.00885 -2.65501
H -5.77772 1.04201 -1.55517
H -4.26261 2.56386 -0.19388
C 5.60127 0.80639 1.62781
C 4.64070 1.49646 0.67745
C 4.33915 2.91959 1.11465
O 3.42209 0.72850 0.56614
H 5.16994 0.74840 2.63116
H 5.80747 -0.20999 1.29474
H 6.54396 1.34787 1.69326
H 5.06204 1.50534 -0.32735
H 3.87133 2.92743 2.10361
H 3.65611 3.40570 0.41469
H 5.24855 3.51568 1.16607
H 3.05431 0.68136 1.45695
*
```

***

No. 2
ORCA calculation (ωB97M-V with the def2-TZVPD basis set) on C5H11N in the gas phase.

Its SMILES is NCCC1CC1. The calculation puts the energy relative to the best compared isomer or geometry (same formula, charge and spin) at 206.7 kJ/mol. The HOMO-LUMO gap comes out at 10.6 eV. The value obtained for the HOMO energy is -9.44 eV. The value obtained for the LUMO energy is 1.141 eV.

ORCA input file:
```
! RIJCOSX wB97M-V def2-TZVPD def2/J DEFGRID3
* xyz 0 1
N 1.57381 -1.57331 -0.00702
C 1.06863 -0.66281 1.16366
C -0.37923 -0.33181 0.94698
C -0.53174 0.12561 -0.51186
C -0.02902 1.43326 -0.91344
C -1.56389 1.21395 -0.83816
H 1.21029 -1.08277 -0.88250
H 1.06387 -2.44371 0.07750
H 1.81096 0.17023 1.20353
H 1.28282 -1.31899 2.14667
H -0.94453 -1.27740 1.04322
H -0.81176 0.39181 1.57165
H -0.51326 -0.77244 -1.23175
H 0.48915 1.40286 -1.91985
H 0.43277 1.90866 -0.01149
H -2.01860 1.88968 -0.08344
H -2.14029 0.92718 -1.75369
*
```

***

No. 3
ORCA calculation (ωB97M-V with the def2-TZVPD basis set) on a gas-phase ion, C5H14N (charge +1).

Its SMILES is CCCCC[NH3+]. The calculation puts the energy relative to the best compared isomer or geometry (same formula, charge and spin) at 200.3 kJ/mol. The HOMO-LUMO gap comes out at 10.5 eV. The value obtained for the HOMO energy is -14.50 eV. The value obtained for the LUMO energy is -3.950 eV.

ORCA input file:
```
! RIJCOSX wB97M-V def2-TZVPD def2/J DEFGRID3
* xyz 1 1
C 2.08032 0.99401 -1.75636
C 1.53144 0.63193 -0.29213
C 0.65901 -0.76284 -0.11997
C -0.83769 -0.49375 -0.38927
C -1.61493 0.33834 0.62105
N -1.80724 -0.64599 1.78962
H 1.24082 1.00580 -2.57515
H 2.53541 2.02143 -1.57869
H 2.67520 0.03495 -1.96169
H 2.42742 0.57718 0.42023
H 0.95393 1.42591 0.26556
H 1.03451 -1.27919 -0.97325
H 0.75306 -1.45945 0.85543
H -0.95734 0.00180 -1.38062
H -1.30994 -1.53251 -0.45387
H -1.08353 1.24472 1.05959
H -2.64651 0.55976 0.24359
H -2.32261 -0.17308 2.65495
H -0.91455 -0.94552 2.21056
H -2.39678 -1.54349 1.36044
*
```

***

No. 4
ORCA calculation (ωB97M-V with the def2-TZVPD basis set) on 2 unconnected molecules or ions with the total composition C4H13NO.

Its SMILES is CCC.NCO. The calculation puts the energy relative to the best compared isomer or geometry (same formula, charge and spin) at 74.0 kJ/mol. The HOMO-LUMO gap comes out at 10.8 eV. The value obtained for the HOMO energy is -9.89 eV. The value obtained for the LUMO energy is 0.933 eV.

ORCA input file:
```
! RIJCOSX wB97M-V def2-TZVPD def2/J DEFGRID3
* xyz 0 1
C 1.09902 0.30466 1.71498
C -0.39094 0.55576 1.72265
C -1.25357 -0.72375 1.75266
H 1.51057 -0.24359 0.85133
H 1.66221 1.24043 1.75050
H 1.42668 -0.23148 2.61214
H -0.50452 1.08888 2.68299
H -0.68963 1.26676 0.95115
H -2.20622 -0.51864 1.26955
H -1.47432 -1.05852 2.76075
H -0.75300 -1.45816 1.13223
N 0.71287 0.47724 -3.08929
C -0.09153 -0.03554 -1.99683
O -0.29725 -1.43955 -2.21055
H 0.13029 0.88028 -3.79732
H 1.37131 1.17911 -2.79681
H -1.11865 0.31704 -2.06231
H 0.28221 0.20277 -1.00354
H 0.58448 -1.80370 -2.24428
*
```

***

No. 5
ORCA calculation (ωB97M-V with the def2-TZVPD basis set) on 3 unconnected molecules or ions with the total composition C4H12O3.

Its SMILES is CC(C)C=O.O.O. The calculation puts the energy relative to the best compared isomer or geometry (same formula, charge and spin) at 166.9 kJ/mol. The HOMO-LUMO gap comes out at 11.1 eV. The value obtained for the HOMO energy is -10.36 eV. The value obtained for the LUMO energy is 0.760 eV.

ORCA input file:
```
! RIJCOSX wB97M-V def2-TZVPD def2/J DEFGRID3
* xyz 0 1
C 0.85861 -1.78599 -1.51377
C 0.56798 -0.36218 -0.85483
C 1.05293 0.71810 -1.93498
C 1.34120 -0.27890 0.41967
O 0.84968 -0.02453 1.52435
H 1.54602 -1.52724 -2.36134
H -0.08595 -2.29827 -1.88336
H 1.39872 -2.38064 -0.75179
H -0.59168 -0.27829 -0.86566
H 1.08107 0.31102 -2.85129
H 2.24215 0.89781 -1.76779
H 0.58003 1.70494 -1.88630
H 2.44681 -0.56760 0.33901
O -1.71915 1.54748 0.08577
H -1.78027 0.96145 0.75002
H -2.65002 1.70646 -0.29306
O -2.07088 0.04628 2.26248
H -1.08540 -0.03328 1.96319
H -2.50306 -0.79632 1.93104
*
```

***

No. 6
ORCA calculation (ωB97M-V with the def2-TZVPD basis set) on a molecular structure, C30H34BIrN4.

The calculation puts the energy relative to the best compared isomer or geometry (same formula, charge and spin) at 189.3 kJ/mol. As for the expectation value of S²: 0.760. The HOMO-LUMO gap (alpha / beta) comes out at 5.7 / 5.7 eV. The value obtained for the HOMO energy (alpha / beta) is -11.67 / -11.68 eV. The value obtained for the LUMO energy (alpha / beta) is -5.935 / -5.940 eV.

ORCA input file:
```
! RIJCOSX wB97M-V def2-TZVPD def2/J DEFGRID3
* xyz 1 2
Ir 0.27774 -0.45055 -0.17824
C -0.26192 2.54528 2.09131
C -1.08161 1.83173 1.05004
C -2.28383 1.19533 1.43538
C -2.67839 1.22821 2.88526
C -3.08430 0.56235 0.48904
C -4.35184 -0.14217 0.92588
C -2.70830 0.57894 -0.87096
C -3.61106 0.00814 -1.93047
C -1.49911 1.20159 -1.27445
C -1.16383 1.31147 -2.74063
C -0.70864 1.88632 -0.31074
C 0.29587 2.92975 -0.75987
H -0.71362 3.51392 2.32752
H 0.75769 2.71833 1.75995
H -0.21727 1.96654 3.01477
H -2.05297 0.53522 3.45943
H -3.71569 0.95556 3.04251
H -2.53634 2.22464 3.30343
H -5.17369 0.57058 1.03487
H -4.20986 -0.63723 1.88211
H -4.66197 -0.90152 0.21324
H -3.28666 -0.99553 -2.23164
H -3.60474 0.63426 -2.82066
H -4.63971 -0.05626 -1.59046
H -1.71573 2.14399 -3.18739
H -1.43505 0.40453 -3.27919
H -0.10508 1.48558 -2.89981
H 1.29710 2.53585 -0.91169
H 0.35804 3.73203 -0.02884
H -0.01838 3.36837 -1.70426
N 2.92499 -4.19124 9.00792
C 2.58203 -3.74124 8.00802
C 2.15293 -3.17298 6.74969
C 0.99352 -2.40543 6.69550
C 0.57824 -1.86862 5.48927
C 1.32902 -2.07075 4.33604
C 2.50110 -2.82317 4.40025
C 2.90528 -3.38691 5.59838
C 0.90960 -1.49218 3.03272
C 1.76406 -0.55707 2.44694
C 2.85241 0.06890 3.05232
C 3.38099 0.98654 2.14086
C 2.61974 0.90063 0.99469
N 1.62030 0.00077 1.16808
C -0.26226 -1.93954 2.45839
C -1.13462 -2.90979 3.00098
C -2.16465 -3.06210 2.10511
C -1.89228 -2.18925 1.04027
N -0.77160 -1.50796 1.22727
H 0.43122 -2.22196 7.60091
H -0.32647 -1.27448 5.44951
H 3.08023 -2.98831 3.49931
H 3.80551 -3.98495 5.64625
H 3.18374 -0.12538 4.06071
H 4.22331 1.64486 2.28197
H 2.74140 1.44330 0.07358
H -0.97655 -3.45350 3.91909
H -3.00871 -3.73048 2.18092
H -2.48451 -2.03351 0.15414
B 3.39751 1.03524 -3.33121
C 2.28770 0.58894 -2.34673
N 1.48756 0.28371 -1.57286
H 3.17408 2.19579 -3.62331
H 3.26812 0.40547 -4.36132
H 4.46513 0.81506 -2.80216
C -0.08207 -1.94300 -1.52821
H 0.51447 -2.81254 -1.24806
H 0.19341 -1.61961 -2.52842
H -1.14360 -2.19429 -1.45444
*
```

***

Going through the records in order, we get strongest force on any atom values of 1.12 3.85 3.90 1.77 7.17 2.49 eV/A.